[1]
A molecular structure, C27H22BrF6IN3O6RbS3. Source: OMol25; level of theory: ωB97M-V/def2-TZVPD.

Atoms and positions in Å:
Rb -0.85479 0.01384 -0.59792
F -2.00615 -2.92326 -0.60317
C -1.31694 -3.69664 -1.43366
F -2.15752 -4.31966 -2.25350
F -0.67137 -4.61982 -0.69821
S -0.03553 -2.75233 -2.35450
O 0.63756 -2.01476 -1.31068
O 0.71657 -3.76528 -3.04146
N -0.95855 -1.90469 -3.28728
S -0.60018 -0.52296 -3.95463
O -1.64482 -0.11559 -4.83428
O 0.00426 0.42861 -3.06046
C 0.78466 -0.94659 -5.09802
F 1.09413 0.12729 -5.83592
F 1.87682 -1.31204 -4.42029
F 0.44584 -1.93790 -5.92296
Br 0.23481 -1.77610 7.11709
C 0.19498 -0.11716 6.18578
C 0.49708 1.02003 6.91945
C 0.49985 2.25673 6.29115
C 0.20192 2.34843 4.93886
C -0.10628 1.21439 4.19735
C -0.11275 -0.02254 4.83107
I -0.53414 -1.68654 3.64073
H 0.73606 0.92650 7.97018
H 0.74221 3.14387 6.86327
H 0.21044 3.30816 4.43798
H -0.33790 1.29696 3.11870
C -3.40862 2.43010 1.63609
C -1.91018 2.75574 1.53872
C -1.66189 3.60638 0.27976
O -1.13697 1.62681 1.55534
H -4.02847 3.33690 1.67041
H -3.59193 1.84391 2.54173
H -3.70731 1.83027 0.77056
H -1.68538 3.43131 2.40873
H -1.92440 3.02098 -0.60933
H -0.60496 3.88113 0.22020
H -2.26583 4.52402 0.26665
N 4.64238 -0.30760 5.43012
C 4.16202 -0.80021 4.50970
C 3.57386 -1.40813 3.34409
C 3.75936 -2.75900 3.07881
C 3.19138 -3.28972 1.93925
C 2.46070 -2.45389 1.10235
N 2.27167 -1.16189 1.35617
C 2.81390 -0.65226 2.45442
H 4.33616 -3.36900 3.76213
H 3.30274 -4.33720 1.69271
H 1.99738 -2.82752 0.19685
H 2.62173 0.39671 2.65451
C -4.76298 7.25431 -2.43285
C -5.22535 7.72154 -3.78884
O -5.45752 8.87954 -4.04727
S -5.42830 6.51236 -5.08333
C -4.99132 4.97575 -4.32220
C -3.67249 4.52465 -4.33685
C -3.32546 3.34538 -3.70259
C -4.28322 2.56377 -3.02690
C -5.61477 3.02366 -3.05155
C -5.96224 4.20418 -3.68555
C -3.91450 1.37375 -2.34739
C -3.55634 0.35389 -1.74351
H -3.78376 6.77977 -2.50725
H -5.43896 6.49788 -2.03376
H -4.71704 8.11540 -1.77000
H -2.91575 5.11248 -4.84412
H -2.30066 2.99752 -3.71524
H -6.36878 2.43145 -2.54960
H -6.99190 4.54347 -3.68262

As for the multiplicity: 1. Its charge is -2. The value obtained for the energy above the lowest of the compared OMol25 structures with the same formula, charge and spin is 0.4413 eV. For the HOMO energy, the calculation gives -2.33 eV. The calculation puts the LUMO energy at 3.4834 eV.

[2]
11 unconnected molecules or ions with the total composition C22H68N2O11. Source: OMol25; level of theory: ωB97M-V/def2-TZVPD.

Atoms and positions in Å:
C -0.05864 2.04568 -4.34168
C -0.70470 3.40519 -4.42510
O -1.71856 3.35477 -5.46255
H -0.81274 1.30197 -4.07538
H 0.74480 2.03992 -3.59653
H 0.36436 1.66088 -5.27066
H -0.04951 4.22633 -4.73495
H -1.25688 3.70942 -3.53501
H -1.38489 3.66345 -6.30446
C 3.33594 -2.06678 1.58912
C 2.31342 -3.07680 2.10906
O 2.34163 -4.26727 1.32185
H 3.11064 -1.08264 1.99020
H 3.24748 -2.07866 0.50117
H 4.32408 -2.44060 1.85510
H 1.32872 -2.58688 2.10091
H 2.50900 -3.32668 3.16106
H 1.54387 -4.72684 1.60916
C -1.86577 0.94585 1.66897
C -2.83116 2.11443 1.84895
O -4.15720 1.75378 1.47361
H -1.84055 0.69287 0.60536
H -1.94286 0.01033 2.21976
H -0.88732 1.35947 1.93897
H -2.48913 2.93268 1.20924
H -2.84719 2.41895 2.89480
H -4.09981 1.28359 0.62902
C 0.44674 -5.11748 -1.68442
C 0.54074 -6.54590 -1.16436
O -0.77407 -7.13167 -1.08838
H -0.07943 -4.36456 -1.10212
H 0.01707 -5.01337 -2.68510
H 1.46922 -4.74382 -1.78957
H 0.81566 -6.45807 -0.10559
H 1.27715 -7.12265 -1.72103
H -0.63167 -8.08241 -1.02305
C -2.64735 -3.54363 0.02177
C -3.94664 -2.83341 0.42699
O -3.56514 -1.52883 0.89092
H -2.99887 -4.53315 -0.28383
H -1.95576 -3.49809 0.85599
H -2.31506 -3.06355 -0.89457
H -4.62510 -3.37194 1.08515
H -4.47565 -2.65262 -0.51905
H -4.11629 -1.22670 1.62112
C -0.04950 -1.40498 -0.56736
C -0.50675 -0.97717 -1.92236
O 0.57680 -1.05982 -2.86079
H -0.85664 -1.41420 0.17374
H 0.59707 -0.66672 -0.08867
H 0.34996 -2.41684 -0.56868
H -0.77128 0.09089 -1.97938
H -1.40978 -1.45660 -2.31622
H 0.24999 -1.20323 -3.75989
C -4.46572 1.21418 -3.33608
C -4.21604 -0.06510 -2.54408
O -3.78654 0.35440 -1.22711
H -3.65538 1.92371 -3.22674
H -5.39960 1.61009 -2.93433
H -4.64351 0.91486 -4.37133
H -3.36731 -0.63464 -2.94434
H -5.06401 -0.75541 -2.53907
H -3.56837 -0.46160 -0.73381
O 2.87263 0.61489 -2.02643
H 3.15686 -0.20176 -1.60337
H 2.11695 0.34804 -2.57243
O -0.52300 -1.38178 -5.51267
H -1.00573 -2.21073 -5.61660
H -0.72821 -0.87320 -6.30539
C -0.14023 4.97546 2.38719
C 1.30123 5.12982 1.88098
C 1.58441 4.14944 0.76056
O 1.02750 2.84205 0.97379
C 1.37856 2.01459 -0.11258
N 1.49846 6.50332 1.39244
H -0.83412 4.77110 1.56921
H -0.40160 5.90702 2.89450
H -0.26778 4.19741 3.13962
H 1.86834 4.88463 2.78318
H 2.65529 4.10418 0.51340
H 1.11797 4.45310 -0.19081
H 1.04370 0.98748 0.03047
H 2.45317 2.00436 -0.30861
H 0.85238 2.32027 -1.02790
H 2.41154 6.54370 0.94409
H 0.81489 6.62172 0.64830
C 1.29237 -0.26716 3.10446
C 2.17129 0.76539 3.85338
C 3.60550 0.88265 3.34315
O 4.33284 -0.32782 3.26553
C 4.35378 -1.06333 4.46003
N 1.47006 2.04795 3.79544
H 1.46026 -0.19260 2.02986
H 0.29747 -0.05960 3.47721
H 1.67162 -1.24724 3.40682
H 2.14528 0.47367 4.90876
H 4.21261 1.64924 3.84389
H 3.51942 1.26207 2.31702
H 5.20584 -1.73996 4.47397
H 3.48037 -1.70863 4.64320
H 4.34744 -0.37320 5.31345
H 1.42301 2.41539 2.83698
H 2.09162 2.75169 4.21149

Its SMILES is COC[C@H](C)N.COC[C@H](C)N.CCO.CCO.CCO.CCO.CCO.CCO.CCO.O.O. As for the multiplicity: 1. The value obtained for the energy above the lowest of the compared OMol25 structures with the same formula, charge and spin is 0.0000 eV. For the HOMO energy, the calculation gives -9.07 eV. The calculation puts the LUMO energy at 0.1225 eV.

[3]
A molecular structure, C31H46BrN3OP2V. Source: OMol25; level of theory: ωB97M-V/def2-TZVPD.

Atoms and positions in Å:
N -6.00778 -2.19805 -5.81905
C -4.94424 -3.00115 -5.79636
C -3.75659 -2.63959 -5.12907
C -3.69458 -1.41778 -4.39757
C -4.81985 -0.57833 -4.51686
C -5.95258 -1.02249 -5.20552
C -2.61416 -1.18223 -3.40545
V -1.10467 0.00713 -2.23552
P -0.63283 1.07245 4.18898
C -2.99371 -0.48983 -2.15764
C -2.85480 -1.12700 -0.82331
C -3.20158 -0.40383 0.34896
C -3.29368 -1.03930 1.57902
C -3.00774 -2.41507 1.70453
C -2.67212 -3.14454 0.54257
C -2.64356 -2.51640 -0.71113
Br -3.09344 -3.26163 3.33187
H -1.84365 -1.97456 -3.47111
H -3.72409 0.32812 -2.20897
H -2.92990 -3.34179 -5.14772
H -4.86525 0.39936 -4.06040
H -5.02545 -3.96633 -6.30604
H -6.85856 -0.42075 -5.25614
H -3.37671 0.67198 0.28787
H -2.52611 -3.13676 -1.61576
H -3.56110 -0.45818 2.45634
H -2.48059 -4.20969 0.58056
P -0.95302 2.15471 -1.24273
C -1.10634 -0.58051 4.79437
C -1.62935 -0.57412 6.23380
H -0.22833 -1.23863 4.71171
H -1.86723 -0.96414 4.10171
H -1.89925 -1.59227 6.53241
H -0.87110 -0.21257 6.93615
H -2.52179 0.05042 6.35160
C -2.17259 1.80009 3.56929
C -2.60942 2.99043 4.44021
H -2.95044 1.02547 3.57518
H -2.00186 2.11404 2.53130
H -3.53612 3.43397 4.05774
H -2.79470 2.68355 5.47692
H -1.84415 3.77526 4.45477
C 0.68011 0.80629 2.98024
C 2.03831 1.06457 3.66285
H 0.50845 1.49389 2.13602
H 0.58451 -0.23455 2.63457
H 2.78278 1.41693 2.94744
H 1.93990 1.82473 4.44542
H 2.43010 0.15995 4.13623
C 0.78855 2.71657 -1.00784
C 1.17759 3.99402 -1.75318
H 1.46281 1.89312 -1.29348
H 0.92987 2.85853 0.07371
H 1.28880 3.81678 -2.82871
H 0.44942 4.80273 -1.61190
H 2.14494 4.37604 -1.39660
C -1.84015 3.21149 -0.04372
C -3.22178 3.72593 -0.43283
H -1.19521 4.04900 0.27317
H -1.94560 2.56412 0.83863
H -3.22999 4.25224 -1.39171
H -3.93782 2.89917 -0.47618
H -3.58728 4.42877 0.32536
C -1.45600 2.75543 -2.90553
C -0.88118 1.89326 -4.04929
H -1.06506 3.78179 -2.98945
H -2.55401 2.85527 -2.98638
H -1.39244 2.19242 -4.98395
H 0.19144 2.12450 -4.20092
H -1.04249 0.76788 -4.00901
N 4.88223 -3.67438 -0.95225
C 4.55607 -2.59226 -1.71035
O 5.36864 -2.09333 -2.49057
C 3.16568 -2.04007 -1.60484
C 2.16406 -2.46352 -0.71546
C 0.88396 -1.89576 -0.73937
N 0.52108 -0.96933 -1.70396
C 1.51704 -0.48789 -2.52437
C 2.80946 -1.01626 -2.50002
H 5.83984 -4.01214 -1.04563
H 4.25852 -4.16998 -0.33560
H 2.36793 -3.24596 0.02266
H 0.12815 -2.13466 0.02726
H 1.25998 0.35395 -3.19066
H 3.53722 -0.64181 -3.20993

As for the expectation value of S²: 0.752. As for the multiplicity: 2. Its charge is +4. For the HOMO energy (spin up / spin down), the calculation gives -19.12 / -19.12 eV. The calculation puts the LUMO energy (spin up / spin down) at -14.1940 / -14.1919 eV.

The following max |F| values (in eV/A) correspond, in order, to the records above: 1.60; 2.27; 3.69.